{"formula": "C71H66F6N2O6ReS4Sb2SeSi", "method": "ωB97M-V with the def2-TZVPD basis set", "elements": ["Re", "C", "C", "C", "C", "C", "C", "C", "S", "O", "C", "C", "C", "C", "C", "C", "C", "C", "C", "C", "C", "C", "C", "C", "C", "C", "C", "C", "C", "C", "S", "O", "C", "C", "C", "C", "C", "C", "C", "H", "H", "H", "H", "H", "H", "H", "H", "H", "H", "H", "H", "H", "H", "H", "H", "H", "H", "H", "H", "H", "H", "H", "H", "H", "H", "C", "C", "C", "Sb", "C", "C", "C", "C", "C", "C", "C", "C", "C", "C", "C", "C", "Sb", "C", "C", "C", "C", "C", "C", "C", "C", "C", "C", "C", "C", "H", "H", "H", "H", "H", "H", "H", "H", "H", "H", "H", "H", "H", "H", "H", "H", "H", "H", "H", "H", "H", "H", "H", "H", "H", "H", "C", "C", "C", "N", "C", "C", "H", "H", "H", "H", "H", "C", "Si", "C", "C", "Se", "H", "H", "H", "H", "H", "H", "H", "H", "H", "F", "C", "F", "F", "S", "O", "O", "N", "S", "O", "O", "C", "F", "F", "F"], "coordinates": [[-0.0121, 1.8275, 0.5046], [-1.4396, -7.5088, 4.7978], [-1.2311, -6.2269, 4.0405], [-1.0338, -5.0191, 4.7024], [-0.8837, -3.8359, 3.9892], [-0.9150, -3.8659, 2.6025], [-1.0799, -5.0653, 1.9180], [-1.2392, -6.2310, 2.6398], [-0.9638, -2.2805, 1.7855], [0.2060, -2.1922, 0.8531], [-2.4682, -2.4901, 0.8314], [-3.5723, -2.6710, 1.7134], [-4.8492, -2.6319, 1.2622], [-5.1129, -2.2557, -0.0772], [-6.4380, -2.0698, -0.5375], [-6.6807, -1.6909, -1.8262], [-5.6005, -1.4639, -2.7030], [-4.3124, -1.6447, -2.2876], [-4.0271, -2.0733, -0.9657], [-2.6691, -2.2981, -0.5209], [-1.7471, -2.5583, -1.6944], [-2.0854, -3.8014, -2.3527], [-2.8287, -4.8099, -1.6786], [-3.0566, -6.0234, -2.2631], [-2.5979, -6.2906, -3.5686], [-1.9091, -5.3349, -4.2558], [-1.6319, -4.0794, -3.6651], [-0.9429, -3.0730, -4.3745], [-0.5345, -1.9539, -3.7302], [-0.8453, -1.7330, -2.3631], [0.2286, -0.5566, -1.5527], [0.3877, 0.6383, -2.4679], [1.8564, -1.4729, -1.8435], [2.4702, -1.0352, -3.1370], [3.7811, -1.1124, -3.3449], [4.7460, -1.6501, -2.3336], [6.1699, -1.2081, -2.6365], [4.2417, -2.9358, -0.6032], [2.7242, -2.8353, -0.3239], [-1.4497, -7.3417, 5.8736], [-0.6440, -8.2214, 4.5709], [-2.3832, -7.9741, 4.5083], [-1.0193, -4.9976, 5.7862], [-0.7532, -2.8895, 4.5052], [-1.0933, -5.0804, 0.8320], [-1.3998, -7.1669, 2.1146], [-3.3706, -2.8758, 2.7594], [-5.6781, -2.8458, 1.9276], [-7.2556, -2.2234, 0.1591], [-7.6960, -1.5521, -2.1756], [-5.7964, -1.1206, -3.7115], [-3.5014, -1.4320, -2.9724], [-3.2012, -4.6207, -0.6797], [-3.5911, -6.7914, -1.7165], [-2.8020, -7.2522, -4.0235], [-1.5459, -5.5248, -5.2593], [-0.7238, -3.2096, -5.4273], [0.0057, -1.1856, -4.2645], [1.8397, -0.5980, -3.8962], [4.1906, -0.7623, -4.2894], [6.2252, -0.1197, -2.7371], [6.5094, -1.6511, -3.5759], [6.8498, -1.5192, -1.8394], [4.8343, -3.4205, 0.1690], [2.3863, -3.2716, 0.6030], [3.2033, 2.0465, -1.8682], [4.2782, 2.1473, -0.8038], [3.8131, 1.7536, 0.5928], [2.2226, 0.2764, 0.7852], [2.7917, -1.2980, -0.5972], [4.3158, -1.4069, -0.8554], [4.6397, -3.2253, -2.0704], [3.6390, -3.9761, -2.8880], [2.3361, -3.8982, -2.6507], [1.7966, -3.0358, -1.5515], [2.8525, -0.3816, 2.7125], [3.5700, 0.4862, 3.5308], [4.0640, 0.0386, 4.7462], [3.8530, -1.2769, 5.1472], [3.1377, -2.1412, 4.3317], [2.6334, -1.6949, 3.1156], [1.3632, 3.0638, -1.4467], [0.9183, 3.7585, -3.3995], [0.7986, 2.8723, -4.4635], [0.3723, 3.3450, -5.6997], [0.0599, 4.6869, -5.8642], [0.1936, 5.5691, -4.7993], [0.6159, 5.1088, -3.5607], [2.3156, 4.8158, -0.6446], [3.1215, 5.5331, -1.5330], [3.8763, 6.6069, -1.0783], [3.8395, 6.9637, 0.2622], [3.0527, 6.2454, 1.1505], [2.2874, 5.1764, 0.6952], [2.9817, 1.0072, -2.0706], [3.5473, 2.4909, -2.8050], [4.6436, 3.1763, -0.7557], [5.1167, 1.5167, -1.1088], [3.3909, 2.6245, 1.0935], [4.6523, 1.3921, 1.1843], [4.9492, -0.7484, -0.2570], [5.6182, -3.6965, -2.1489], [4.0172, -4.5823, -3.7058], [1.6190, -4.4318, -3.2643], [0.8074, -3.3641, -1.2568], [3.7354, 1.5110, 3.2247], [4.6307, 0.7129, 5.3784], [4.2456, -1.6259, 6.0944], [2.9741, -3.1686, 4.6356], [2.0711, -2.3708, 2.4822], [1.0114, 1.8230, -4.3277], [0.2714, 2.6561, -6.5290], [-0.2996, 5.0453, -6.8210], [-0.0519, 6.6168, -4.9260], [0.6876, 5.7976, -2.7269], [3.1618, 5.2506, -2.5796], [4.4983, 7.1582, -1.7724], [4.4378, 7.7950, 0.6161], [3.0438, 6.5075, 2.2031], [1.6843, 4.6155, 1.3909], [-4.3509, 1.0626, 3.6015], [-3.0755, 0.9523, 4.1383], [-1.9909, 0.9125, 3.2860], [-2.0985, 0.9777, 1.9482], [-3.3379, 1.0184, 1.4449], [-4.4810, 1.0882, 2.2280], [-5.2221, 1.1258, 4.2430], [-2.9208, 0.8925, 5.2092], [-0.9812, 0.8495, 3.6694], [-3.4551, 1.0070, 0.3761], [-5.4447, 1.1753, 1.7407], [-0.4707, 3.1403, 5.6754], [0.6619, 4.0922, 4.5655], [2.4640, 3.9567, 4.9602], [-0.0369, 5.6056, 3.7626], [0.8326, 2.4044, 2.5926], [-0.5459, 3.6098, 6.6607], [-0.0939, 2.1229, 5.8027], [-1.4699, 3.0928, 5.2396], [2.6691, 4.1782, 6.0112], [3.0652, 4.6259, 4.3405], [2.7617, 2.9282, 4.7496], [0.3095, 6.5212, 4.2510], [-1.1262, 5.5887, 3.8064], [0.2612, 5.6439, 2.7131], [-2.3719, 5.1557, -0.1393], [-2.6733, 3.9325, 0.2256], [-3.9220, 3.8409, 0.6120], [-1.8839, 3.6669, 1.2999], [-2.2720, 2.7440, -1.2386], [-1.5418, 1.5229, -0.7200], [-1.4720, 3.6408, -2.0034], [-3.6086, 2.2511, -1.7974], [-4.4225, 3.3895, -2.6652], [-4.2900, 4.6560, -2.0086], [-4.2019, 3.2695, -4.0628], [-6.1260, 2.7831, -2.2894], [-7.0277, 3.6483, -2.6980], [-6.2369, 2.6124, -0.9643], [-6.3192, 1.6075, -2.8835]], "forces_ev_per_angstrom": [[0.1, -1.5, 1.7], [0.1, 0.0, 0.0], [0.0, 0.0, 0.0], [0.0, 0.0, 0.0], [0.1, 0.0, -0.1], [-0.3, 0.2, 0.1], [0.1, 0.0, -0.1], [0.0, -0.1, 0.0], [0.2, -0.5, -0.2], [0.3, 0.3, -0.2], [-0.3, 0.2, 0.0], [0.1, 0.1, 0.0], [-0.1, 0.1, 0.0], [0.0, 0.0, -0.1], [-0.1, 0.0, 0.0], [0.0, 0.0, 0.0], [-0.1, 0.1, 0.0], [0.0, -0.1, -0.1], [0.0, 0.2, 0.1], [0.4, 0.3, 0.3], [0.4, 0.1, -0.2], [0.1, -0.1, 0.1], [0.0, 0.0, 0.0], [0.0, 0.0, 0.1], [0.0, -0.1, -0.1], [0.0, 0.0, 0.0], [-0.1, -0.1, 0.1], [0.0, 0.0, -0.2], [0.0, 0.2, 0.1], [-0.4, -0.4, 0.3], [0.0, -0.4, -1.0], [-0.1, 0.0, 0.2], [0.0, -0.2, 0.3], [0.0, 0.2, 0.0], [0.1, -0.1, 0.2], [-0.1, 0.0, -0.2], [-0.1, 0.0, 0.1], [0.0, 0.1, 0.1], [0.2, 0.1, -0.2], [0.0, 0.0, 0.0], [0.0, 0.0, 0.0], [0.0, 0.0, 0.0], [0.0, 0.0, 0.0], [-0.1, -0.1, 0.0], [-0.1, 0.0, 0.1], [0.1, 0.0, 0.0], [0.0, 0.0, 0.0], [0.0, 0.1, 0.0], [0.0, 0.0, -0.1], [0.0, 0.0, 0.0], [0.0, 0.0, 0.0], [0.0, -0.1, 0.0], [0.0, -0.1, 0.0], [0.0, 0.1, 0.0], [0.0, 0.0, 0.0], [-0.1, 0.0, 0.0], [0.0, 0.0, 0.1], [0.0, 0.0, 0.0], [0.0, 0.0, 0.0], [-0.1, -0.1, 0.0], [0.0, -0.1, 0.0], [0.0, 0.0, 0.1], [0.0, 0.0, -0.1], [0.0, 0.0, 0.0], [-0.1, 0.0, 0.1], [0.0, 0.1, 0.0], [-0.1, 0.1, 0.0], [-0.1, -0.1, -0.1], [1.3, 0.1, 0.2], [-0.7, 0.0, 0.1], [0.0, 0.0, 0.1], [-0.2, 0.1, -0.1], [0.2, -0.1, 0.0], [-0.1, 0.1, 0.1], [0.4, 0.1, 0.0], [-0.3, -0.3, -0.2], [-0.1, 0.0, 0.0], [0.1, 0.0, 0.1], [0.0, 0.0, 0.0], [0.0, 0.0, 0.0], [-0.1, 0.0, -0.1], [1.3, 0.7, -0.4], [-0.4, 0.0, 0.1], [0.1, 0.1, 0.0], [0.1, 0.0, 0.1], [0.0, 0.0, 0.0], [0.0, 0.0, 0.0], [0.0, -0.1, 0.0], [-0.1, -0.1, -0.2], [0.0, 0.0, 0.1], [0.0, -0.1, -0.1], [0.1, 0.0, 0.1], [0.0, -0.1, 0.0], [0.1, 0.2, -0.1], [-0.2, -0.1, -0.1], [-0.1, 0.0, 0.0], [0.1, -0.1, 0.0], [0.0, 0.0, 0.0], [0.0, 0.0, 0.1], [-0.1, -0.1, 0.1], [0.0, 0.0, -0.1], [0.1, 0.1, 0.0], [-0.1, 0.0, 0.1], [0.1, 0.0, 0.0], [-0.1, 0.1, 0.1], [0.1, 0.0, 0.1], [0.0, 0.0, 0.0], [0.0, 0.0, 0.0], [0.0, 0.1, 0.0], [0.0, 0.0, 0.1], [0.0, -0.1, 0.0], [0.0, 0.0, 0.0], [0.0, 0.0, 0.0], [0.0, -0.1, 0.0], [-0.1, 0.0, 0.0], [0.0, 0.1, 0.0], [0.0, 0.0, 0.0], [0.0, 0.0, 0.0], [0.0, 0.0, -0.1], [-0.1, 0.0, 0.1], [-0.1, 0.0, 0.1], [0.0, -0.2, 0.1], [0.1, 0.0, -0.2], [0.2, 0.0, 0.1], [-0.1, -0.1, 0.2], [0.0, -0.1, -0.1], [0.1, 0.0, 0.0], [0.0, 0.0, -0.1], [-0.1, 0.0, 0.1], [0.1, -0.1, -0.2], [0.1, -0.1, 0.0], [0.0, 0.0, 0.0], [-0.3, -0.6, -0.9], [0.0, 0.2, 0.0], [0.1, 0.1, 0.1], [0.6, 0.7, 1.2], [0.0, 0.0, 0.0], [0.0, 0.0, 0.1], [0.0, 0.0, 0.0], [0.0, 0.0, 0.0], [0.0, 0.0, 0.0], [0.1, 0.0, 0.2], [0.0, 0.0, 0.0], [0.0, 0.0, 0.0], [0.0, 0.1, 0.1], [-0.2, 0.0, -0.1], [0.2, 0.0, 0.1], [-0.1, -0.1, 0.0], [0.2, -0.3, 0.0], [-1.5, 0.9, -0.6], [-1.6, 0.8, -0.5], [0.5, -0.2, -0.3], [0.6, -0.3, -0.1], [-0.1, 0.4, 0.1], [-0.2, 0.0, -0.2], [-0.1, -0.2, 0.1], [0.1, -0.5, 0.3], [0.1, 0.1, -0.1], [-0.1, 0.1, -0.2], [0.0, 0.1, 0.0]], "total_charge": 2, "homo_lumo_gap_ha": [0.21741, 0.21015], "fmax_ev_per_a": 2.21, "e_above_lowest_ev": 0.8409, "multiplicity": 4}


{"formula": "C9H7BF4N3O6Pb", "method": "ωB97M-V with the def2-TZVPD basis set", "elements": ["Pb", "O", "C", "C", "O", "C", "C", "O", "C", "O", "O", "F", "B", "F", "F", "F", "C", "N", "C", "C", "O", "N", "C", "N", "H", "H", "H", "H", "H", "H", "H"], "coordinates": [[1.2386, -0.1748, -1.3477], [0.7644, 2.8284, 5.0120], [0.8306, 2.2788, 3.9613], [-0.1589, 2.4635, 2.7821], [-1.1552, 3.1107, 2.7680], [0.3584, 1.5931, 1.6183], [1.6100, 0.8357, 2.0867], [2.1865, 0.0390, 1.4029], [1.9382, 1.2820, 3.5283], [2.8630, 0.9141, 4.1764], [-0.0956, 1.4813, 0.5138], [-2.1606, -1.3514, -2.4629], [-1.2171, -0.5691, -3.0775], [-0.8747, 0.5557, -2.1688], [0.0632, -1.2952, -3.0720], [-1.5183, -0.1016, -4.2934], [-3.1222, -3.6379, 0.6499], [-1.8470, -3.0033, 0.3639], [-0.6121, -3.7301, 0.1040], [0.3140, -2.5899, -0.2405], [1.4703, -2.6190, -0.6455], [-0.3474, -1.4116, -0.0983], [-1.6331, -1.7007, 0.2087], [-2.5439, -0.7511, 0.3708], [-3.0927, -4.6584, 0.2766], [-3.9268, -3.1255, 0.1232], [-3.3304, -3.6581, 1.7196], [-0.7144, -4.4075, -0.7456], [-0.2565, -4.2890, 0.9713], [-2.3362, 0.1564, -0.0205], [-3.5175, -0.9922, 0.4545]], "forces_ev_per_angstrom": [[0.1, 0.0, 0.0], [0.0, -0.1, 0.0], [0.1, 0.2, 0.1], [-0.2, -0.1, 0.0], [0.0, 0.0, 0.0], [-0.1, 0.0, -0.2], [0.2, -0.1, 0.0], [0.0, 0.1, 0.0], [0.0, -0.1, 0.1], [0.0, 0.0, 0.0], [0.0, 0.1, 0.0], [0.0, 0.0, 0.0], [0.1, 0.1, 0.0], [-0.2, 0.0, 0.0], [0.0, 0.0, 0.0], [0.0, -0.1, -0.1], [0.0, 0.0, 0.0], [0.0, 0.0, 0.0], [0.0, 0.0, -0.1], [-0.1, 0.0, 0.1], [0.1, 0.1, -0.1], [0.1, -0.2, 0.1], [-0.1, 0.0, -0.1], [0.0, 0.0, 0.1], [0.0, 0.0, 0.0], [0.0, 0.0, 0.0], [0.0, 0.0, 0.0], [0.0, 0.0, 0.0], [0.0, 0.0, 0.0], [0.0, 0.0, 0.0], [0.0, 0.0, 0.0]], "total_charge": 1, "homo_lumo_gap_ha": 0.24398, "fmax_ev_per_a": 0.28, "e_above_lowest_ev": 0.0000, "multiplicity": 1}


{"formula": "C4H6N2", "method": "ωB97M-V with the def2-TZVPD basis set", "elements": ["N", "C", "C", "C", "C", "N", "H", "H", "H", "H", "H", "H"], "coordinates": [[2.9271, -0.5422, -1.0926], [1.9792, -0.3967, -0.4450], [0.7545, -0.2804, 0.3655], [0.1536, 1.1405, 0.3002], [-1.3638, 0.1180, -0.2133], [-0.3979, -0.9763, -0.2432], [0.9774, -0.7165, 1.3512], [-1.0328, 0.7664, 0.7605], [0.1174, 1.7007, 1.2525], [-1.6218, 0.6185, -1.1450], [-2.2935, -0.1783, 0.3074], [-0.1995, -1.2537, -1.1983]], "forces_ev_per_angstrom": [[-0.9, 0.2, 0.6], [0.8, -0.2, -0.5], [0.1, -0.1, 0.0], [0.0, 0.0, 0.2], [-0.3, -0.1, -0.2], [0.1, 0.0, -0.2], [0.0, 0.1, -0.1], [0.1, 0.1, 0.1], [0.0, -0.1, -0.1], [0.1, -0.1, 0.2], [0.1, 0.1, 0.0], [0.0, 0.0, 0.1]], "homo_lumo_gap_ha": 0.34013, "fmax_ev_per_a": 1.15, "e_above_lowest_ev": 5.9286, "multiplicity": 1}


- Number 3 is which compound?
  C4H6N2